Model i:
ORCA calculation (the ωB97M-V functional and the def2-TZVPD basis) on a 2-piece molecular cluster, C9H11BN2 overall.

```
23
Properties=species:S:1:pos:R:3:nbo_charge:R:1
B -1.30085 0.65227 -0.12494 0.76
C -1.81277 1.93835 -0.72767 -0.07
C 3.69949 0.10242 -0.11218 -0.22
C 2.87031 -0.30458 0.93348 -0.21
C 3.10429 0.70293 -1.16077 -0.21
C 1.50242 -0.19079 0.88507 -0.28
C 1.71463 0.83787 -1.34053 -0.27
C 0.89917 0.36597 -0.29200 -0.13
C -1.47849 -1.75812 0.36042 -0.40
C -3.52811 -0.06598 0.49386 -0.40
N -1.84427 3.02905 -1.17416 -0.25
N -2.08451 -0.39884 0.33424 -0.66
H 4.80319 -0.00360 0.07189 0.22
H 3.19427 -0.53252 1.92086 0.21
H 3.65581 1.01153 -1.99314 0.21
H 0.81465 -0.65805 1.57883 0.21
H 1.26498 1.42582 -2.12540 0.22
H -1.49793 -2.27754 1.26796 0.20
H -2.00811 -2.24552 -0.43851 0.20
H -0.45488 -1.60446 0.06666 0.24
H -3.87602 -0.92586 1.00658 0.21
H -3.66217 0.85691 1.05510 0.22
H -3.97509 0.04273 -0.48564 0.21
```

Calculated values
* E_HOMO: -0.337 Ha
* orbital gap: 9.44 eV
* charge: 0


Model ii:
ORCA calculation (the ωB97M-V functional and the def2-TZVPD basis) on one molecule with the formula C9H11BN2.

```
23
Properties=species:S:1:pos:R:3:nbo_charge:R:1
C 2.52099 -0.83546 0.04521 -0.90
B 0.67409 -0.11021 0.12526 1.08
N 0.00001 -0.19316 -1.15237 -0.66
C -1.17062 0.41680 -1.51920 -0.05
C -1.48520 0.14840 -2.82567 -0.29
C -0.52949 -0.82152 -3.27905 -0.30
C 0.35571 -0.94460 -2.25772 -0.03
N -0.02712 0.24195 1.25802 -0.67
C 0.49403 0.78274 2.40336 0.00
C -0.41049 1.13624 3.37196 -0.29
C -1.60145 0.73099 2.76819 -0.26
C -1.39235 0.16164 1.52905 -0.07
H 2.47177 -1.94123 -0.02784 0.23
H 3.25037 -0.41663 0.74201 0.22
H 3.09112 -0.62529 -0.80337 0.21
H -1.63741 1.23340 -0.87930 0.22
H -2.27822 0.39430 -3.50729 0.23
H -0.23528 -1.19406 -4.28742 0.23
H 1.35707 -1.50595 -2.29556 0.22
H 1.50533 0.93130 2.40620 0.20
H -0.24191 1.73604 4.17575 0.23
H -2.65884 0.95922 3.10693 0.22
H -2.05209 -0.28490 0.90283 0.22
```

Calculated values
* E_HOMO: -0.313 Ha
* SMILES: CB(n1cccc1)n1cccc1
* orbital gap: 9.08 eV
* charge: 0


Name the most stable of them. model ii.


Model i:
ORCA calculation (the ωB97M-V functional and the def2-TZVPD basis) on a 2-piece molecular cluster, C3H9NO2S overall.

```
16
Properties=species:S:1:pos:R:3:nbo_charge:R:1
C 0.88685 0.91678 -0.73661 -0.23
C 1.12402 2.42501 -0.49719 -0.52
S 2.78133 2.99076 -0.97732 -0.76
N -0.48179 0.52694 -0.34026 -0.64
C -0.55521 -0.86918 0.11580 0.12
O -1.75322 -1.04935 0.82407 -0.80
H 1.02374 0.66286 -1.79142 0.17
H 1.68417 0.37331 -0.20866 0.16
H 1.06339 2.55342 0.57978 0.17
H 0.29395 2.96185 -0.96645 0.17
H -0.65795 1.01276 0.52870 0.34
H 0.27831 -1.15521 0.77572 0.11
H -0.50069 -1.54537 -0.75291 0.12
H -1.87580 -2.04718 0.94367 0.52
H -1.57807 -4.23586 0.93883 0.40
O -1.73302 -3.52154 1.56427 -1.31
```

Calculated values
* E_HOMO: -0.007 Ha
* orbital gap: 6.03 eV
* charge: -2


Model ii:
ORCA calculation (the ωB97M-V functional and the def2-TZVPD basis) on a 2-piece molecular cluster, C3H9NO2S overall.

```
16
Properties=species:S:1:pos:R:3:nbo_charge:R:1
C -0.26866 0.08577 0.54006 -0.05
O 0.27417 -0.99228 1.51831 -0.92
C 0.21072 -0.08468 -0.98580 -0.09
C 0.03210 1.25476 -1.68725 -0.49
S -1.87231 1.39151 -2.13502 -0.82
N -0.13369 -1.37657 -1.51487 -0.85
H 0.07985 0.96470 1.03079 0.17
H -1.33880 -0.10022 0.47981 0.16
H 1.32826 -0.18371 -0.74299 0.15
H 0.19105 2.16729 -1.08220 0.20
H 0.78660 1.48421 -2.44614 0.17
H -0.68845 -1.35367 -2.42971 0.36
H -0.87158 -1.71725 -0.88972 0.36
H 0.34110 -0.96175 2.62173 0.54
H 1.29414 -0.10079 3.58219 0.40
O 0.63550 -0.47735 4.14081 -1.28
```

Calculated values
* E_HOMO: -0.005 Ha
* orbital gap: 6.09 eV
* charge: -2


Name the most stable of them. model i.


Model i:
ORCA calculation (the ωB97M-V functional and the def2-TZVPD basis) on one molecule with the formula C6H10FNO.

```
19
Properties=species:S:1:pos:R:3:nbo_charge:R:1
C -0.47618 -2.34704 -0.34555 0.90
C -0.64032 -0.12267 0.63089 -0.17
C 0.19905 0.60945 -0.38479 0.52
C -0.50416 0.35950 2.07237 -0.61
C 1.58389 0.98544 -0.05941 -0.74
C -0.23674 0.69241 -1.78338 -0.74
N -0.07235 -1.47574 0.52916 -0.58
O -0.17597 -3.49142 -0.46786 -0.57
F -1.42710 -1.83906 -1.31391 -0.45
H -1.69576 -0.11548 0.32841 0.21
H 0.34795 -0.11903 2.54809 0.23
H -1.39444 0.08696 2.62984 0.23
H -0.38098 1.44021 2.11287 0.20
H 1.77915 0.95885 1.00767 0.25
H 1.80031 1.97706 -0.45921 0.25
H 2.27482 0.29904 -0.55479 0.28
H -1.31014 0.56799 -1.89855 0.26
H 0.24215 -0.10091 -2.36773 0.29
H 0.08682 1.63442 -2.22413 0.25
```

Calculated values
* E_HOMO (alpha / beta): -0.331 / -0.331 Ha
* orbital gap (alpha / beta): 7.35 / 7.35 eV
* charge: 0


Model ii:
ORCA calculation (the ωB97M-V functional and the def2-TZVPD basis) on one molecule with the formula C6H10FNO.

```
19
Properties=species:S:1:pos:R:3:nbo_charge:R:1
C -1.99422 0.56053 -1.31043 -0.62
C -1.53602 -0.06579 -0.04073 0.17
C -1.73411 0.87928 1.16704 -0.59
O -2.33591 -1.28766 0.16630 -0.74
C -0.09751 -0.28762 -0.19361 -0.14
C 1.08237 -0.27384 -0.46684 -0.11
C 2.97005 -0.30325 -0.49049 0.45
N 3.52066 -0.73571 0.67915 -0.84
F 3.35976 0.98005 -0.74430 -0.34
H -1.36531 1.47445 -1.56430 0.23
H -1.92372 -0.37271 -2.05028 0.24
H -3.03966 1.00484 -1.24557 0.22
H -1.40347 0.40729 2.12798 0.21
H -1.15308 1.67436 0.96586 0.21
H -2.80825 1.06900 1.14325 0.21
H -2.02179 -1.89261 0.85278 0.48
H 3.34367 -0.90930 -1.34128 0.18
H 3.51336 -0.18523 1.44863 0.39
H 3.62318 -1.73608 0.89685 0.40
```

Calculated values
* E_HOMO: -0.350 Ha
* SMILES: CC(C)(O)C#C[C@H](N)F
* orbital gap: 10.30 eV
* charge: 0


Name the most stable of them. model i.


Model i:
ORCA calculation (the ωB97M-V functional and the def2-TZVPD basis) on one molecule with the formula C4H8FNO2.

```
16
Properties=species:S:1:pos:R:3:nbo_charge:R:1
C -0.78280 -1.04986 -0.09074 -0.45
N -0.08425 0.23043 0.20088 -0.50
C 1.10479 0.61452 -0.60720 -0.42
C 0.11994 0.21481 1.63691 0.24
F 0.64650 -0.96321 2.15575 -0.35
C -1.32172 0.38847 2.41532 0.77
O -1.48241 -0.06065 3.48739 -0.54
O -2.18571 1.01451 1.65042 -0.69
H -0.12751 -1.83841 -0.72758 0.19
H -1.26519 -1.57722 0.69702 0.23
H -1.50634 -0.79382 -0.86646 0.19
H 2.12483 0.19793 -0.11403 0.20
H 0.86772 0.08617 -1.51024 0.21
H 1.12916 1.77142 -0.64632 0.21
H 0.73163 1.02611 1.77664 0.17
H -1.94143 1.14593 0.66518 0.53
```

Calculated values
* E_HOMO: -0.356 Ha
* SMILES: CN(C)[C@H](F)C(=O)O
* orbital gap: 10.24 eV
* charge: 0


Model ii:
ORCA calculation (the ωB97M-V functional and the def2-TZVPD basis) on a 2-piece molecular cluster, C4H8FNO2 overall.

```
16
Properties=species:S:1:pos:R:3:nbo_charge:R:1
C -0.06323 -1.16097 -1.55792 -0.68
C 0.31375 0.10510 -0.92924 -0.04
N -0.55243 1.15525 -1.02523 0.35
O -1.72425 1.20269 -1.45613 -0.46
O -0.09330 2.34756 -0.23169 -0.59
H 0.39547 -1.97699 -1.06961 0.23
H 0.10792 -1.19558 -2.57967 0.23
H -1.04416 -1.46320 -1.26892 0.25
H 1.41390 0.30174 -0.76717 0.24
H -0.78409 3.01579 -0.26968 0.48
C -1.48903 -1.88050 1.10706 -0.53
C -0.68103 -0.84531 1.37028 0.23
F 0.58621 -1.01461 1.63716 -0.33
H -1.14328 -2.93266 1.01830 0.21
H -2.57574 -1.74168 1.00589 0.22
H -1.09778 0.21304 1.34652 0.18
```

Calculated values
* E_HOMO: -0.331 Ha
* SMILES: C/C=[N+](\[O-])O.C=CF
* orbital gap: 9.62 eV
* charge: 0


Name the most stable of them. model i.


Model i:
ORCA calculation (the ωB97M-V functional and the def2-TZVPD basis) on one molecule with the formula C6H8N2O2.

```
18
Properties=species:S:1:pos:R:3:nbo_charge:R:1
C 0.32478 -2.79573 0.82422 -0.66
C 1.07829 -1.84313 0.39955 0.46
N 1.86009 -1.03162 -0.05689 -0.46
C 1.73016 0.25234 -0.70948 -0.22
C 1.33368 1.46916 0.05438 -0.44
C -0.14579 1.44051 0.58653 -0.22
C -1.24752 0.82545 0.25656 0.21
N -2.35544 0.36319 -0.17083 0.30
O -2.75119 -0.84919 -0.21208 -0.52
O -3.14772 1.34384 -0.74514 -0.54
H -0.06787 -3.30132 0.05833 0.24
H 0.08125 -3.02153 1.84044 0.24
H 1.11682 0.05427 -1.63641 0.21
H 2.76580 0.52339 -1.15600 0.20
H 1.56652 2.28991 -0.63987 0.24
H 2.04736 1.57148 0.88453 0.23
H -0.19792 1.88429 1.57206 0.22
H -3.99128 0.82469 -1.14989 0.50
```

Calculated values
* E_HOMO: -0.308 Ha
* SMILES: C=C=NCCC=C=[N+]([O-])O
* orbital gap: 8.99 eV
* charge: 0


Model ii:
ORCA calculation (the ωB97M-V functional and the def2-TZVPD basis) on one molecule with the formula C6H8N2O2.

```
18
Properties=species:S:1:pos:R:3:nbo_charge:R:1
N -0.80037 -3.43300 1.67094 -0.29
C -0.59105 -2.40636 1.17818 0.25
C -0.34221 -1.09191 0.62098 -0.11
C -1.41885 -0.35998 0.28041 -0.23
C -1.44415 1.03430 -0.30242 0.76
O -1.94465 1.93202 0.36650 -0.58
O -1.63150 1.07609 -1.64806 -0.68
C 1.12146 -0.70859 0.53990 -0.44
C 1.48740 0.33617 -0.50740 -0.21
N 0.90949 1.63413 -0.17971 -0.87
H -2.41790 -0.77080 0.44098 0.25
H -1.22600 0.32237 -2.09378 0.48
H 1.70236 -1.62253 0.34788 0.24
H 1.41757 -0.33209 1.53366 0.23
H 1.09198 0.03650 -1.48718 0.17
H 2.58523 0.37422 -0.58213 0.19
H 0.76381 1.76528 0.81728 0.41
H 0.73738 2.21416 -0.99603 0.41
```

Calculated values
* E_HOMO: -0.350 Ha
* SMILES: N#C/C(=C/C(=O)O)CCN
* orbital gap: 9.73 eV
* charge: 0


Model iii:
ORCA calculation (the ωB97M-V functional and the def2-TZVPD basis) on one molecule with the formula C6H8N2O2.

```
18
Properties=species:S:1:pos:R:3:nbo_charge:R:1
O 3.00923 2.55896 -0.72792 -0.47
C 2.23177 1.95585 -0.17263 0.89
N 1.37875 1.22570 0.38293 -0.62
C 1.93270 -0.04790 0.92032 -0.22
C 0.90169 -0.77135 1.71373 -0.41
C -0.12171 -1.51660 0.85272 -0.40
C -1.02186 -0.59294 0.04935 -0.22
N -2.08852 -1.46625 -0.52311 -0.60
C -2.95357 -0.79954 -1.16220 0.88
O -3.68918 -0.22178 -1.81429 -0.47
H 2.30198 -0.63546 0.03625 0.19
H 2.79648 0.17773 1.58540 0.20
H 1.42147 -1.52979 2.30981 0.22
H 0.35598 -0.14107 2.45476 0.22
H 0.32146 -2.24678 0.16802 0.21
H -0.70338 -2.09440 1.58731 0.21
H -0.44013 -0.09283 -0.74293 0.20
H -1.45996 0.18395 0.71261 0.19
```

Calculated values
* E_HOMO: -0.369 Ha
* SMILES: O=C=NCCCCN=C=O
* orbital gap: 10.67 eV
* charge: 0


Model iv:
ORCA calculation (the ωB97M-V functional and the def2-TZVPD basis) on a 2-piece molecular cluster, C6H8N2O2 overall.

```
18
Properties=species:S:1:pos:R:3:nbo_charge:R:1
C 2.12592 0.24528 0.30755 -0.54
C 1.15879 -0.49609 -0.16736 0.32
C 0.92530 -0.79070 -1.62552 -0.66
O 0.29693 -1.34380 0.45419 -0.25
O 0.38750 -1.18658 1.88832 -0.46
H 2.55360 0.89286 -0.40348 0.22
H 2.31598 0.08695 1.36885 0.23
H 1.10528 0.14130 -2.22826 0.23
H -0.04402 -1.23755 -1.52937 0.24
H 1.59691 -1.49418 -2.02975 0.23
H -0.14867 -1.85992 2.19328 0.47
N -3.49939 0.06087 -1.31847 -0.33
C -2.64566 0.67354 -0.93646 0.26
C -1.66951 1.46815 -0.36590 -0.58
C -1.40409 1.20063 0.88681 0.52
N -1.22515 1.15642 2.07670 -0.58
H -1.00516 2.14407 -0.97278 0.28
H -0.82457 0.33874 2.40165 0.40
```

Calculated values
* E_HOMO: -0.344 Ha
* SMILES: C=C(C)OO.N#CC=C=N
* orbital gap: 9.78 eV
* charge: 0


Name the most stable of them. model iii.


Model i:
ORCA calculation (the ωB97M-V functional and the def2-TZVPD basis) on a 2-piece molecular cluster, C6H8N2O2 overall.

```
18
Properties=species:S:1:pos:R:3:nbo_charge:R:1
C -0.17286 0.76018 1.82923 -0.34
C -0.54956 0.08093 0.76452 -0.03
C -1.41070 -1.11049 0.78504 -0.66
C 0.11260 -0.17472 -0.60538 0.05
C 0.73345 -1.26940 -1.11555 -0.25
N -0.57623 0.25845 -1.60820 0.45
O -0.05817 0.36722 -2.67801 -0.37
O -1.72270 0.71337 -1.32987 -0.42
H 0.65490 1.59368 1.79272 0.22
H -0.66572 0.83257 2.77462 0.22
H -2.09778 -1.11510 1.55682 0.22
H -1.00049 -2.16108 0.64078 0.22
H -2.18648 -1.09168 0.03134 0.24
H 0.89189 -1.93131 -1.98033 0.26
H 1.04268 -1.98772 -0.36979 0.19
C 2.34801 2.03061 -0.15743 0.07
N 3.11584 2.52449 0.49511 -0.31
H 1.54132 1.68001 -0.82561 0.24
```

Calculated values
* E_HOMO: -0.384 Ha
* SMILES: C=C(C)C(=C)[N+](=O)[O-].C#N
* orbital gap: 9.36 eV
* charge: 0


Model ii:
ORCA calculation (the ωB97M-V functional and the def2-TZVPD basis) on C6H8N2O2 as an isolated structure.

```
18
Properties=species:S:1:pos:R:3:nbo_charge:R:1
O 3.03854 0.56271 -0.01233 -0.65
C 1.92003 1.29832 -0.21966 0.28
C 1.02820 2.11884 0.62703 -0.07
N 1.05242 3.24316 -0.27973 -0.58
C 1.44788 2.29541 -1.35119 -0.08
C 0.22015 1.37783 -1.58760 -0.41
C 0.47423 0.86687 -0.17658 -0.20
C -0.12877 -0.25285 0.55337 0.55
N 0.25449 -0.67412 1.68794 -0.68
H 3.77620 1.14176 0.20776 0.49
H 0.90906 2.16687 1.70872 0.24
H 0.14806 3.68827 -0.43924 0.35
H 2.03773 2.68401 -2.18631 0.21
H -0.73314 1.87938 -1.81301 0.20
H 0.43954 0.61003 -2.34056 0.22
O -0.92061 -1.14850 -0.18005 -0.70
H -0.18909 -1.62913 1.80641 0.35
H -0.99232 -0.85101 -1.09454 0.48
```

Calculated values
* E_HOMO: -0.331 Ha
* orbital gap: 9.66 eV
* charge: 0


Name the most stable of them. model ii.


Model i:
ORCA calculation (the ωB97M-V functional and the def2-TZVPD basis) on C2H6O2P as an isolated structure.

```
11
Properties=species:S:1:pos:R:3:nbo_charge:R:1
C 0.12248 1.64927 -0.75738 -1.29
C -0.69049 -1.02412 0.93257 -0.99
O 1.90527 -0.01172 0.51403 -1.18
O 0.62853 -0.86193 -1.32438 -1.01
P 0.57982 0.14523 -0.05834 2.04
H 0.04033 2.40583 0.00513 0.18
H -0.88487 1.46044 -1.16976 0.18
H -0.63985 -2.03498 1.39529 0.21
H -1.13815 -0.31642 1.64350 0.19
H -1.39944 -1.03820 0.24324 0.19
H 1.47637 -0.37342 -1.42391 0.47
```

Calculated values
* E_HOMO: -0.119 Ha
* orbital gap: 7.61 eV
* charge: -1


Model ii:
ORCA calculation (the ωB97M-V functional and the def2-TZVPD basis) on an isolated ion of composition C2H6O2P and charge -1.

```
11
Properties=species:S:1:pos:R:3:nbo_charge:R:1
C 0.90386 -1.22773 -1.08408 -1.33
P -0.40425 -0.23941 -0.51440 2.06
C -0.07627 0.44454 1.37297 -1.00
O -1.76480 -0.79474 -0.58668 -1.16
O -0.31208 1.30327 -1.28044 -1.00
H 0.96733 -2.06103 -0.29656 0.18
H 1.73760 -0.52850 -0.93341 0.18
H -1.04158 0.78044 1.73383 0.21
H 0.44587 -0.33897 1.91941 0.20
H 0.53791 1.51420 1.53763 0.19
H -0.99359 1.14793 -1.86827 0.46
```

Calculated values
* E_HOMO: -0.104 Ha
* SMILES: C=[P@](C)([O-])O
* orbital gap: 7.07 eV
* charge: -1


Name the most stable of them. model ii.